Arrangement one

The following is a DFT calculation (ωB97M-V with the def2-TZVPD basis set) of a 2-piece molecular cluster, CH4N4S overall.

Properties
LUMO ... 0.734 eV
HOMO ... -0.3380 Eh
Structure (SMILES) ... [H]/N=N/SC.N#N
Gap between HOMO and LUMO ... 9.9 eV

Geometry (Å):
1 N -3.2570 1.3264 -0.0165
2 H 2.5248 0.6413 0.0900
3 H 2.0970 0.7175 -1.5039
4 C 1.6753 0.5846 -0.5622
5 N -0.6512 -1.8096 1.0982
6 H 0.9032 1.2010 -0.1718
7 N -3.4973 0.8574 -0.9765
8 H -0.9555 -1.4485 1.9461
9 S 0.9276 -1.0648 -0.6819
10 N 0.2332 -1.0053 0.7784

natural (NBO) charges in e: atom 1 (N): -0.005, atom 2 (H): 0.220, atom 3 (H): 0.223, atom 4 (C): -0.731, atom 5 (N): -0.361, atom 6 (H): 0.234, atom 7 (N): 0.006, atom 8 (H): 0.314, atom 9 (S): 0.453, atom 10 (N): -0.352

Arrangement two

The following is a DFT calculation (ωB97M-V with the def2-TZVPD basis set) of a 2-piece molecular cluster, CH4N4S overall.

Properties
LUMO (alpha / beta) ... 0.619 / 0.619 eV
HOMO (alpha / beta) ... -0.2955 / -0.2955 Eh
Gap between HOMO and LUMO (alpha / beta) ... 8.7 / 8.7 eV

Geometry (Å):
1 H -0.6558 0.0150 1.9946
2 N -0.5915 0.4174 1.0274
3 C 0.4105 1.2198 0.8714
4 H 1.1432 1.3142 1.6977
5 H -1.4735 0.7519 -0.4271
6 N -0.0864 -1.6033 -2.6849
7 S 1.6624 -2.0476 -0.8290
8 H 0.5927 1.6954 -0.0938
9 N 0.5845 -1.8662 -1.8406
10 N -1.5861 0.1034 0.2842

natural (NBO) charges in e: atom 1 (H): 0.391, atom 2 (N): -0.180, atom 3 (C): -0.322, atom 4 (H): 0.199, atom 5 (H): 0.291, atom 6 (N): 0.027, atom 7 (S): 0.126, atom 8 (H): 0.190, atom 9 (N): -0.153, atom 10 (N): -0.568

Arrangement three

The following is a DFT calculation (ωB97M-V with the def2-TZVPD basis set) of one molecule with the formula CH4N4S.

Properties
LUMO (alpha / beta) ... -0.400 / -0.613 eV
HOMO (alpha / beta) ... -0.3004 / -0.3079 Eh
Structure (SMILES) ... [S-][N+]1=NNNC1
Gap between HOMO and LUMO (alpha / beta) ... 7.8 / 7.8 eV

Geometry (Å):
1 N 1.1727 -0.0617 -0.2038
2 N 0.5913 -1.5716 0.0416
3 N -0.6792 -1.3548 0.0157
4 S 2.6239 0.4015 0.1647
5 H -0.2253 1.1318 -1.2353
6 H 0.0829 1.7575 0.4239
7 C -0.0518 0.9049 -0.1964
8 H -1.1215 0.2199 1.4013
9 N -1.1229 0.1299 0.3620
10 H -1.2699 -1.5575 -0.7736

natural (NBO) charges in e: atom 1 (N): -0.479, atom 2 (N): -0.006, atom 3 (N): -0.291, atom 4 (S): 0.199, atom 5 (H): 0.195, atom 6 (H): 0.219, atom 7 (C): -0.098, atom 8 (H): 0.364, atom 9 (N): -0.479, atom 10 (H): 0.377

The least stable of them is arrangement three.

Arrangement one

The following is a DFT calculation (ωB97M-V with the def2-TZVPD basis set) of one molecule with the formula C3H2N2.

Properties
LUMO (alpha / beta) ... -2.321 / -2.299 eV
HOMO (alpha / beta) ... -0.3545 / -0.3546 Eh
Structure (SMILES) ... C1#CN=NC1
Gap between HOMO and LUMO (alpha / beta) ... 7.3 / 7.3 eV

Geometry (Å):
1 H 1.2893 -0.5047 0.8876
2 H 1.2626 0.9194 -0.0378
3 C -0.5673 0.8763 0.8987
4 C 0.5919 0.0915 0.2644
5 N 0.1297 -0.7874 -0.8323
6 N -1.2092 -0.7578 -0.9872
7 C -1.4970 0.1627 -0.1933

natural (NBO) charges in e: atom 1 (H): 0.295, atom 2 (H): 0.307, atom 3 (C): -0.076, atom 4 (C): -0.488, atom 5 (N): -0.175, atom 6 (N): -0.236, atom 7 (C): 0.372

Arrangement two

The following is a DFT calculation (ωB97M-V with the def2-TZVPD basis set) of C3H2N2 as an isolated structure.

Properties
LUMO ... -0.324 eV
HOMO ... -0.3862 Eh
Gap between HOMO and LUMO ... 10.2 eV

Geometry (Å):
1 N 1.1887 0.6497 -1.0161
2 C 0.7033 0.9303 0.2834
3 C -0.2142 0.8590 1.2206
4 H -0.2625 -1.3077 0.7039
5 N 0.3912 -0.2894 -1.2208
6 H -1.3838 -0.4573 -0.1542
7 C -0.4227 -0.3847 0.1832

natural (NBO) charges in e: atom 1 (N): -0.122, atom 2 (C): 0.086, atom 3 (C): -0.079, atom 4 (H): 0.250, atom 5 (N): -0.049, atom 6 (H): 0.235, atom 7 (C): -0.321

Arrangement three

The following is a DFT calculation (ωB97M-V with the def2-TZVPD basis set) of one molecule with the formula C3H2N2.

Properties
LUMO ... -0.688 eV
HOMO ... -0.4455 Eh
Structure (SMILES) ... N#CCC#N
Gap between HOMO and LUMO ... 11.4 eV

Geometry (Å):
1 H 1.0495 -0.6442 -0.3581
2 N 0.3629 1.7084 1.6067
3 C 0.2871 0.9805 0.7113
4 C -1.0779 -0.7571 -0.2737
5 H 0.1804 0.5242 -1.3683
6 C 0.1883 0.0470 -0.4008
7 N -0.9903 -1.8588 0.0829

natural (NBO) charges in e: atom 1 (H): 0.274, atom 2 (N): -0.273, atom 3 (C): 0.268, atom 4 (C): 0.213, atom 5 (H): 0.271, atom 6 (C): -0.557, atom 7 (N): -0.196

The least stable of them is arrangement one.

Arrangement one

The following is a DFT calculation (ωB97M-V with the def2-TZVPD basis set) of HN2O3S as an isolated structure.

Properties
Net charge ... -1
LUMO (alpha / beta) ... 3.839 / 3.839 eV
HOMO (alpha / beta) ... -0.1657 / -0.1657 Eh
Gap between HOMO and LUMO (alpha / beta) ... 8.3 / 8.3 eV

Geometry (Å):
1 N -0.2311 0.7782 0.1764
2 O 0.5448 -1.5887 -0.9172
3 N -0.6463 0.9270 -0.9273
4 H -0.8126 0.1115 -1.5163
5 O -0.1717 2.2549 1.2850
6 S 0.9363 -0.9168 0.3750
7 O 0.3807 -1.5662 1.5246

natural (NBO) charges in e: atom 1 (N): 0.001, atom 2 (O): -1.007, atom 3 (N): -0.344, atom 4 (H): 0.349, atom 5 (O): -0.650, atom 6 (S): 1.607, atom 7 (O): -0.956

Arrangement two

The following is a DFT calculation (ωB97M-V with the def2-TZVPD basis set) of an isolated ion of composition HN2O3S and charge -1.

Properties
Net charge ... -1
LUMO ... 3.965 eV
HOMO ... -0.1554 Eh
Gap between HOMO and LUMO ... 8.2 eV

Geometry (Å):
1 O -1.9444 0.5394 0.9950
2 O -1.1154 0.3025 -1.3657
3 H 1.1386 -0.3843 -1.4096
4 N 1.4946 -0.5521 -0.4262
5 O 0.7931 -0.5490 1.7129
6 S -0.9443 0.9356 -0.0524
7 N 0.5778 -0.2922 0.5459

natural (NBO) charges in e: atom 1 (O): -0.976, atom 2 (O): -0.996, atom 3 (H): 0.338, atom 4 (N): -0.613, atom 5 (O): -0.447, atom 6 (S): 1.548, atom 7 (N): 0.145

The least stable of them is arrangement one.

Arrangement one

The following is a DFT calculation (ωB97M-V with the def2-TZVPD basis set) of a 2-piece molecular cluster, C6H15N2 overall.

Properties
Net charge ... +1
LUMO ... -7.228 eV
HOMO ... -0.4962 Eh
Gap between HOMO and LUMO ... 6.3 eV

Geometry (Å):
1 C 0.6292 1.9266 0.8926
2 H 0.8291 1.6205 -1.6921
3 H -1.3347 -0.2377 2.9328
4 H 1.8065 2.8585 -2.1278
5 H -0.7556 -2.3305 -2.1005
6 H 2.1167 3.3411 0.3453
7 C -1.3222 -3.4620 -0.3701
8 N -0.8393 -1.0817 -0.5363
9 H 0.5902 -2.5628 -0.9987
10 C 0.0817 -0.2876 -0.1110
11 H 1.1316 -0.5641 -0.1171
12 H -1.1957 -3.3592 0.7079
13 C -0.3120 0.9743 0.3600
14 H 0.5099 3.6634 -0.3715
15 C 1.2538 2.9120 -0.1344
16 H 0.1293 2.4879 1.6785
17 N 1.5855 2.2129 -1.3849
18 H -1.0340 -0.5591 3.5502
19 H 1.4391 1.3619 1.3494
20 H -1.0668 -4.4690 -0.6794
21 H -1.3834 1.1482 0.3543
22 C -0.4809 -2.3563 -1.0279
23 H -2.3781 -3.2373 -0.5194

natural (NBO) charges in e: atom 1 (C): -0.547, atom 2 (H): 0.343, atom 3 (H): -0.044, atom 4 (H): 0.391, atom 5 (H): 0.274, atom 6 (H): 0.231, atom 7 (C): -0.595, atom 8 (N): -0.104, atom 9 (H): 0.198, atom 10 (C): -0.106, atom 11 (H): 0.214, atom 12 (H): 0.218, atom 13 (C): 0.302, atom 14 (H): 0.195, atom 15 (C): -0.165, atom 16 (H): 0.277, atom 17 (N): -0.828, atom 18 (H): 0.046, atom 19 (H): 0.266, atom 20 (H): 0.250, atom 21 (H): 0.242, atom 22 (C): -0.292, atom 23 (H): 0.233

Arrangement two

The following is a DFT calculation (ωB97M-V with the def2-TZVPD basis set) of an isolated ion of composition C6H15N2 and charge +1.

Properties
Net charge ... +1
LUMO ... -3.441 eV
HOMO ... -0.4769 Eh
Structure (SMILES) ... C[C@H]([NH3+])[C@]1(C)CN1C
Gap between HOMO and LUMO ... 9.5 eV

Geometry (Å):
1 H -0.8376 2.2303 -0.6102
2 C -2.3188 -1.1447 0.1669
3 N -0.3303 1.8106 0.0685
4 C 0.3048 -0.6128 0.2470
5 C 0.0022 -1.9548 -0.3060
6 H 1.1520 0.8202 1.7402
7 H -0.2142 -2.0154 -1.4372
8 H 2.0474 -0.7431 1.5766
9 H -2.5240 -1.0067 -0.9221
10 H 0.4421 -0.6693 2.2480
11 H 0.4517 -2.8169 0.0875
12 H 1.7625 1.9463 -1.9119
13 N -0.9368 -1.3775 0.5757
14 H 2.3660 1.5018 -0.2519
15 H -0.2416 0.4226 -1.5767
16 C 0.3171 0.5822 -0.6618
17 H 2.2115 0.2392 -1.7053
18 C 1.0461 -0.2227 1.4825
19 H -2.7812 -0.2681 0.6830
20 H -3.0303 -1.9825 0.3806
21 H -0.9656 1.5805 0.8256
22 C 1.7920 1.1450 -1.0939
23 H 0.2851 2.5359 0.3949

natural (NBO) charges in e: atom 1 (H): 0.425, atom 2 (C): -0.447, atom 3 (N): -0.677, atom 4 (C): 0.027, atom 5 (C): -0.199, atom 6 (H): 0.196, atom 7 (H): 0.194, atom 8 (H): 0.252, atom 9 (H): 0.181, atom 10 (H): 0.262, atom 11 (H): 0.223, atom 12 (H): 0.242, atom 13 (N): -0.398, atom 14 (H): 0.230, atom 15 (H): 0.231, atom 16 (C): -0.019, atom 17 (H): 0.262, atom 18 (C): -0.656, atom 19 (H): 0.192, atom 20 (H): 0.245, atom 21 (H): 0.443, atom 22 (C): -0.647, atom 23 (H): 0.436

The least stable of them is arrangement one.

Arrangement one

The following is a DFT calculation (ωB97M-V with the def2-TZVPD basis set) of a 2-piece molecular cluster, C6H15N2 overall.

Properties
Net charge ... +1
LUMO ... -7.215 eV
HOMO ... -0.5036 Eh
Gap between HOMO and LUMO ... 6.5 eV

Geometry (Å):
1 C 3.1783 -0.4644 -0.3617
2 C 2.2488 0.7269 0.0419
3 N -1.2346 -0.3748 0.2121
4 C -2.3787 -0.5555 -0.6263
5 H -0.0830 0.3117 -1.3801
6 H 3.4287 -0.9998 0.5573
7 H -4.4774 -0.2782 -0.6718
8 H -1.2979 2.4437 3.3542
9 H -2.3824 -1.6136 -0.9460
10 C 0.9570 0.2760 0.5141
11 H -2.2830 0.0221 -1.5653
12 H 0.7512 0.2540 1.5857
13 H 2.7516 1.2501 0.8514
14 H -3.6932 0.7577 0.5087
15 H 1.6517 -1.6212 -1.0878
16 H -3.9248 -0.9519 0.8540
17 H 2.1022 1.3768 -0.8231
18 H 3.0967 -2.1282 -1.5815
19 H -1.2242 3.0609 2.9531
20 C -3.6876 -0.2368 0.0717
21 H 4.0945 -0.0208 -0.7430
22 C -0.1534 0.0536 -0.3275
23 N 2.5595 -1.2885 -1.3901

natural (NBO) charges in e: atom 1 (C): -0.169, atom 2 (C): -0.542, atom 3 (N): -0.105, atom 4 (C): -0.294, atom 5 (H): 0.212, atom 6 (H): 0.190, atom 7 (H): 0.240, atom 8 (H): -0.002, atom 9 (H): 0.273, atom 10 (C): 0.308, atom 11 (H): 0.204, atom 12 (H): 0.245, atom 13 (H): 0.271, atom 14 (H): 0.227, atom 15 (H): 0.342, atom 16 (H): 0.233, atom 17 (H): 0.276, atom 18 (H): 0.392, atom 19 (H): 0.003, atom 20 (C): -0.609, atom 21 (H): 0.234, atom 22 (C): -0.106, atom 23 (N): -0.822

Arrangement two

The following is a DFT calculation (ωB97M-V with the def2-TZVPD basis set) of a 2-piece molecular cluster, C6H15N2 overall.

Properties
Net charge ... +1
LUMO ... -8.041 eV
HOMO ... -0.4137 Eh
Gap between HOMO and LUMO ... 3.2 eV

Geometry (Å):
1 H 3.8516 0.8982 0.1757
2 H 2.3541 1.7009 0.0509
3 H -2.2071 0.5045 -1.6168
4 H 1.8315 -1.4443 -1.9010
5 C 1.9961 -0.1488 1.2005
6 C 0.4952 0.3094 1.1577
7 H -0.1269 0.3336 2.1906
8 H -0.0390 -0.7617 -0.7073
9 H 2.2402 0.2114 2.2700
10 N 2.0809 -0.5140 -2.1994
11 H 2.0931 -0.3779 -3.1515
12 H -4.4704 0.6288 0.6112
13 H -0.4598 -1.6813 0.8821
14 C -2.6745 0.2501 -0.5828
15 N -3.9938 0.7149 -0.3194
16 C -0.4798 -0.7768 0.3372
17 H 0.0817 1.4173 0.7536
18 H 2.6024 -0.0710 -1.2476
19 C -1.9908 -0.3572 0.4809
20 C 2.7226 0.5902 0.1039
21 H -2.6820 -0.6744 1.3186
22 H -4.7389 0.5880 -1.0521
23 H 1.5134 -1.3399 1.2449

natural (NBO) charges in e: atom 1 (H): 0.286, atom 2 (H): 0.257, atom 3 (H): 0.225, atom 4 (H): 0.383, atom 5 (C): -0.602, atom 6 (C): -0.434, atom 7 (H): 0.256, atom 8 (H): 0.236, atom 9 (H): 0.379, atom 10 (N): -0.930, atom 11 (H): 0.415, atom 12 (H): 0.402, atom 13 (H): 0.214, atom 14 (C): 0.053, atom 15 (N): -0.796, atom 16 (C): -0.435, atom 17 (H): 0.242, atom 18 (H): 0.296, atom 19 (C): -0.283, atom 20 (C): -0.134, atom 21 (H): 0.227, atom 22 (H): 0.401, atom 23 (H): 0.341

The least stable of them is arrangement two.

Arrangement one

The following is a DFT calculation (ωB97M-V with the def2-TZVPD basis set) of a 2-piece molecular cluster, C6H15N2 overall.

Properties
Net charge ... +1
LUMO ... -3.573 eV
HOMO ... -0.4599 Eh
Gap between HOMO and LUMO ... 8.9 eV

Geometry (Å):
1 C 0.7257 -2.4009 -0.7681
2 H 0.2269 0.8925 2.5354
3 H 0.3757 0.1858 -2.2197
4 C 0.4126 0.6222 1.4961
5 H 2.2324 -0.8834 -0.7723
6 H 1.5531 -0.4208 -3.1427
7 H -0.1311 1.3651 -0.4890
8 H 0.1468 2.6157 0.6697
9 H 0.1693 -1.2786 -2.9108
10 H -1.9110 3.6516 1.4854
11 H -3.4992 2.7076 1.3162
12 N 1.0398 -3.1351 0.3442
13 H 1.6310 -2.6413 0.9984
14 H 1.4898 0.5836 1.3466
15 H -0.0288 -0.3710 1.3893
16 H -0.1629 -2.7138 -1.3093
17 N 0.8596 -0.6919 -2.4401
18 H -2.3189 0.8000 0.4323
19 H 0.2158 -3.5191 0.7828
20 C -1.7687 1.6844 0.7422
21 C -2.4235 2.7353 1.2230
22 C -0.2757 1.6121 0.5801
23 C 1.4411 -1.3998 -1.2899

natural (NBO) charges in e: atom 1 (C): 0.073, atom 2 (H): 0.233, atom 3 (H): 0.437, atom 4 (C): -0.608, atom 5 (H): 0.235, atom 6 (H): 0.443, atom 7 (H): 0.142, atom 8 (H): 0.222, atom 9 (H): 0.442, atom 10 (H): 0.200, atom 11 (H): 0.211, atom 12 (N): -0.750, atom 13 (H): 0.397, atom 14 (H): 0.204, atom 15 (H): 0.190, atom 16 (H): 0.199, atom 17 (N): -0.663, atom 18 (H): 0.186, atom 19 (H): 0.404, atom 20 (C): -0.198, atom 21 (C): -0.361, atom 22 (C): -0.417, atom 23 (C): -0.222

Arrangement two

The following is a DFT calculation (ωB97M-V with the def2-TZVPD basis set) of an isolated ion of composition C6H15N2 and charge +1.

Properties
Net charge ... +1
LUMO ... -3.629 eV
HOMO ... -0.5270 Eh
Structure (SMILES) ... CCCCCNC=[NH2+]
Gap between HOMO and LUMO ... 10.7 eV

Geometry (Å):
1 H -3.3452 -0.7386 1.2756
2 H 0.7242 -1.8687 0.6465
3 C -0.2750 -1.7935 0.2209
4 N 1.1015 0.9191 -0.7110
5 H -1.1202 -0.5371 1.9494
6 H 3.3454 1.7019 0.0074
7 H -0.7629 0.7625 0.1447
8 C -0.4302 -0.9594 -1.0514
9 H -1.3038 -1.2090 -1.6436
10 H 2.8740 3.2744 0.5583
11 N 2.6445 2.4247 0.0703
12 C -0.3422 0.5457 -0.8312
13 H -1.1531 -2.2390 2.1013
14 H 0.5792 2.7236 -0.0740
15 C -1.2435 -1.4464 1.3603
16 C -2.7453 -1.5717 0.9281
17 H -0.8016 1.0291 -1.6801
18 H -3.1508 -2.5065 1.3078
19 H 1.6640 0.1026 -0.9158
20 H -0.6408 -2.7750 -0.1006
21 H -2.7691 -1.6732 -0.1558
22 H 0.4015 -1.1943 -1.7188
23 C 1.4033 2.0667 -0.1685

natural (NBO) charges in e: atom 1 (H): 0.219, atom 2 (H): 0.211, atom 3 (C): -0.418, atom 4 (N): -0.512, atom 5 (H): 0.197, atom 6 (H): 0.421, atom 7 (H): 0.217, atom 8 (C): -0.415, atom 9 (H): 0.245, atom 10 (H): 0.440, atom 11 (N): -0.705, atom 12 (C): -0.232, atom 13 (H): 0.227, atom 14 (H): 0.232, atom 15 (C): -0.422, atom 16 (C): -0.618, atom 17 (H): 0.228, atom 18 (H): 0.224, atom 19 (H): 0.433, atom 20 (H): 0.231, atom 21 (H): 0.193, atom 22 (H): 0.202, atom 23 (C): 0.402

The least stable of them is arrangement one.